Record 1
C34H23AsClN2OSbSe4Y | wB97M-V/def2-TZVPD

Its strongest force on any atom is 0.6 eV Å⁻¹. The charge is -1. The calculation puts the relative energy (zero: lowest compared OMol25 entry of this formula, charge and spin) at 28.0 kcal per mole. Its gap between HOMO and LUMO is 5.2 eV. As for the HOMO energy: -0.147 hartree.

Geometry (Å):
Y -0.17 -0.61 -1.49
Cl -6.64 2.64 -0.58
C -5.12 2.04 -1.20
C -4.12 2.94 -1.58
C -2.93 2.48 -2.07
C -2.65 1.10 -2.20
O -1.51 0.68 -2.66
C -3.68 0.21 -1.78
C -3.47 -1.23 -1.81
N -2.32 -1.77 -1.70
C -2.16 -3.16 -1.82
C -2.86 -3.94 -2.70
C -2.57 -5.31 -2.82
C -1.57 -5.87 -2.07
C -0.81 -5.08 -1.18
C 0.25 -5.58 -0.38
C 0.93 -4.74 0.43
C 0.61 -3.36 0.44
N -0.38 -2.85 -0.26
C -1.09 -3.71 -1.06
C -4.90 0.69 -1.31
H -4.30 4.00 -1.48
H -2.15 3.18 -2.38
H -4.36 -1.86 -1.89
H -3.61 -3.49 -3.35
H -3.12 -5.92 -3.52
H -1.33 -6.92 -2.16
H 0.49 -6.64 -0.43
H 1.74 -5.05 1.08
H 1.20 -2.70 1.06
H -5.68 -0.01 -1.01
Se 3.27 -3.31 3.05
Sb 4.60 -3.40 1.02
Se 2.52 -1.32 -1.53
Se 1.14 -1.93 -3.38
Se 6.69 -2.33 1.40
C 0.41 6.43 1.23
C -0.33 5.37 1.73
C -0.09 4.08 1.29
C 0.89 3.84 0.33
C 1.62 4.91 -0.18
C 1.39 6.20 0.27
As 1.29 2.06 -0.40
C 2.96 1.68 0.50
C 4.21 2.16 0.16
C 5.31 1.76 0.90
C 5.16 0.87 1.96
C 3.91 0.37 2.29
C 2.79 0.78 1.56
C 1.40 0.36 1.80
C 0.98 -0.54 2.78
C -0.37 -0.83 2.91
C -1.32 -0.23 2.10
C -0.91 0.68 1.12
C 0.45 0.94 0.96
H 0.23 7.44 1.58
H -1.09 5.55 2.48
H -0.66 3.26 1.70
H 2.39 4.74 -0.93
H 1.98 7.02 -0.12
H 4.34 2.82 -0.69
H 6.30 2.11 0.64
H 6.02 0.52 2.51
H 3.82 -0.37 3.07
H 1.71 -1.05 3.40
H -0.69 -1.55 3.65
H -2.37 -0.45 2.22
H -1.65 1.18 0.49

Record 2
C14H16 | wB97M-V/def2-TZVPD

Its strongest force on any atom is 3.1 eV Å⁻¹. The SMILES is Cc1ccccc1.Cc1ccccc1. The charge is 0. The calculation puts the relative energy (zero: lowest compared OMol25 entry of this formula, charge and spin) at 23.0 kcal per mole. Its gap between HOMO and LUMO is 9.8 eV. As for the HOMO energy: -0.326 hartree.

Geometry (Å):
C -0.56 1.86 -0.36
C 2.96 2.68 0.73
C 1.64 2.34 0.65
C 3.66 2.57 -0.51
C 0.91 2.12 -0.53
C 3.01 2.33 -1.69
C 1.60 2.25 -1.72
H 3.54 2.86 1.62
H 1.13 2.35 1.61
H 4.74 2.65 -0.50
H 3.62 2.17 -2.58
H -1.21 2.54 -0.89
H -0.72 1.61 0.69
H 1.20 2.13 -2.72
H -0.75 0.83 -0.70
C -2.44 -2.51 -1.60
C -1.60 -0.92 1.71
C -0.98 -1.94 2.44
C -2.01 -1.11 0.41
C -1.86 -2.35 -0.21
C -0.74 -3.13 1.76
C -1.16 -3.35 0.45
H -1.74 0.00 2.28
H -0.56 -1.85 3.43
H -2.39 -0.20 -0.02
H -0.31 -3.97 2.30
H -2.23 -1.70 -2.29
H -3.53 -2.50 -1.57
H -1.02 -4.30 -0.04
H -2.20 -3.44 -2.12

Record 3
C2H3F2OP | wB97M-V/def2-TZVPD

Its strongest force on any atom is 3.6 eV Å⁻¹. The charge is 0. The calculation puts the relative energy (zero: lowest compared OMol25 entry of this formula, charge and spin) at 125.5 kcal per mole. Its gap between HOMO and LUMO is 7.9 eV. As for the HOMO energy: -0.325 hartree.

Geometry (Å):
C 1.77 -0.17 0.08
C -2.40 -0.20 0.30
O -0.11 1.80 0.11
F -2.53 -1.51 0.13
F -2.88 0.34 -0.84
P -0.07 0.37 0.15
H 2.10 0.60 -0.57
H 1.94 -1.23 -0.42
H 2.19 -0.01 1.06

Record 4
C6H6OS | wB97M-V/def2-TZVPD

Its strongest force on any atom is 3.8 eV Å⁻¹. The SMILES is OCC1=CC=CC1=S. The charge is 0. The calculation puts the relative energy (zero: lowest compared OMol25 entry of this formula, charge and spin) at 48.7 kcal per mole. Its gap between HOMO and LUMO is 7.3 eV. As for the HOMO energy: -0.325 hartree.

Geometry (Å):
C -1.35 0.36 1.38
C -2.09 0.03 0.29
C 0.04 0.42 1.11
C 0.26 -0.07 -0.13
C -1.22 -0.20 -0.80
C 1.55 -0.28 -1.02
O 2.72 -0.50 -0.22
S -1.28 -0.44 -2.40
H -1.73 0.56 2.44
H -3.15 -0.16 0.16
H 0.74 0.68 1.88
H 1.57 0.74 -1.52
H 1.22 -1.21 -1.68
H 2.72 0.06 0.51

Record 5
C6H10N2 | wB97M-V/def2-TZVPD

Its strongest force on any atom is 2.4 eV Å⁻¹. The charge is 0. The calculation puts the relative energy (zero: lowest compared OMol25 entry of this formula, charge and spin) at 117.1 kcal per mole. Its gap between HOMO and LUMO (alpha / beta) is 7.5 / 7.5 eV. As for the HOMO energy (alpha / beta): -0.300 / -0.300 hartree.

Geometry (Å):
C 1.99 1.11 0.58
C -0.94 2.03 0.65
C 1.02 0.11 0.04
C -0.68 0.95 -0.34
C -0.36 -2.10 -1.09
C -1.18 -2.76 -0.26
N 1.16 -1.06 -0.20
N -1.27 0.50 -1.28
H -0.71 -1.05 -1.42
H 0.33 -2.61 -1.74
H 1.73 1.40 1.59
H 1.99 2.01 -0.04
H 3.00 0.68 0.57
H -0.29 2.89 0.49
H -1.98 2.34 0.56
H -0.77 1.68 1.67
H -1.88 -2.26 0.40
H -1.16 -3.85 -0.17

Record 6
CH2N2 | wB97M-V/def2-TZVPD

Its strongest force on any atom is 6.8 eV Å⁻¹. The SMILES is C1N=N1. The charge is 0. The calculation puts the relative energy (zero: lowest compared OMol25 entry of this formula, charge and spin) at 87.2 kcal per mole. Its gap between HOMO and LUMO (alpha / beta) is 10.2 / 10.2 eV. As for the HOMO energy (alpha / beta): -0.407 / -0.407 hartree.

Geometry (Å):
C -0.25 0.00 0.00
N 0.97 0.77 0.00
N 0.97 -0.77 0.00
H -0.84 0.00 0.91
H -0.85 0.00 -0.91

Record 7
C32H24BrF3N2O2PtSi | wB97M-V/def2-TZVPD

Its strongest force on any atom is 4.1 eV Å⁻¹. The charge is 0. The calculation puts the relative energy (zero: lowest compared OMol25 entry of this formula, charge and spin) at 15.6 kcal per mole. Its gap between HOMO and LUMO (alpha / beta) is 6.5 / 6.7 eV. As for the multiplicity: 3. As for the HOMO energy (alpha / beta): -0.244 / -0.303 hartree.

Geometry (Å):
Pt 0.53 1.18 0.19
Br -2.19 1.44 7.16
C -1.61 1.60 5.34
C -1.31 0.47 4.61
C -1.01 0.66 3.29
C -1.08 1.96 2.66
C -1.50 3.03 3.44
C -1.79 2.86 4.79
N -0.90 2.16 1.30
C -1.60 3.09 0.59
C -1.34 3.17 -0.74
C -1.85 4.16 -1.61
C -1.40 4.29 -2.90
C -0.47 3.31 -3.42
C -0.04 2.41 -2.49
N -0.45 2.29 -1.24
H -1.22 -0.53 5.06
H -0.82 -0.22 2.60
H -1.37 4.04 3.10
H -2.02 3.66 5.43
H -2.49 3.64 1.01
H -2.57 4.88 -1.19
H -1.74 5.16 -3.50
H 0.04 3.40 -4.41
H 0.69 1.58 -2.79
F 5.17 0.08 1.98
C 3.92 0.41 2.40
F 3.98 1.59 3.05
F 3.56 -0.56 3.28
C 2.84 0.50 1.28
O 1.65 0.46 1.73
O 3.15 0.56 0.09
C -4.12 -2.21 -0.14
C -3.79 -1.12 -0.95
C -2.49 -0.75 -1.08
C -1.41 -1.44 -0.48
C -1.75 -2.46 0.38
C -3.12 -2.84 0.60
Si 0.39 -1.00 -0.73
C 1.40 -2.32 0.18
C 1.54 -2.46 1.58
C 2.16 -3.63 2.06
C 2.57 -4.65 1.22
C 2.40 -4.49 -0.17
C 1.80 -3.34 -0.67
C 0.96 -0.75 -2.59
C 0.01 -0.90 -3.58
C 0.29 -0.61 -4.92
C 1.54 -0.09 -5.24
C 2.55 -0.14 -4.27
C 2.22 -0.44 -2.96
H -5.15 -2.54 -0.09
H -4.61 -0.64 -1.40
H -2.25 0.11 -1.67
H -1.06 -3.00 1.03
H -3.23 -3.60 1.38
H 1.26 -1.69 2.20
H 2.36 -3.62 3.15
H 3.07 -5.53 1.60
H 2.79 -5.27 -0.84
H 1.73 -3.18 -1.73
H -0.91 -1.27 -3.32
H -0.35 -0.84 -5.66
H 1.77 0.34 -6.22
H 3.62 0.15 -4.49
H 3.04 -0.49 -2.26

Record 8
C16H20N4O2S | wB97M-V/def2-TZVPD

Its strongest force on any atom is 1.2 eV Å⁻¹. The SMILES is CCCCCSc1nnc(-c2ccccc2NC(C)=O)c(=O)[nH]1. The charge is 0. The calculation puts the relative energy (zero: lowest compared OMol25 entry of this formula, charge and spin) at 39.5 kcal per mole. Its gap between HOMO and LUMO is 7.7 eV. As for the HOMO energy: -0.302 hartree.

Geometry (Å):
C -3.82 -2.89 0.63
C -3.50 -1.64 1.44
C -2.99 -0.48 0.59
C -4.08 0.14 -0.29
C -3.53 1.19 -1.24
H -4.32 1.58 -1.89
H -2.71 0.81 -1.84
S -2.88 2.67 -0.38
C -1.18 2.30 -0.32
N -0.71 1.20 -0.81
N 0.59 0.95 -0.73
C 1.45 1.76 -0.17
C 2.85 1.35 -0.11
C 3.85 2.32 0.06
C 5.18 1.99 0.17
C 5.55 0.65 0.13
C 4.60 -0.33 -0.05
C 3.25 -0.01 -0.19
N 2.30 -0.99 -0.40
C 2.41 -2.35 -0.32
O 3.43 -2.96 -0.08
C 1.08 -3.03 -0.59
H 1.21 -4.10 -0.56
H 0.70 -2.73 -1.57
H 0.36 -2.73 0.17
H 1.38 -0.60 -0.62
H 4.89 -1.37 -0.08
H 6.59 0.38 0.23
H 5.92 2.76 0.29
H 3.56 3.36 0.10
C 1.01 3.04 0.41
O 1.66 3.89 0.98
N -0.37 3.22 0.28
H -0.76 4.07 0.67
H -4.54 -0.63 -0.90
H -4.85 0.58 0.34
H -2.17 -0.83 -0.05
H -2.59 0.29 1.25
H -4.40 -1.32 1.98
H -2.74 -1.89 2.18
H -4.10 -3.71 1.29
H -4.64 -2.72 -0.07
H -2.94 -3.20 0.05

Record 9
C5H9NO2 | wB97M-V/def2-TZVPD

Its strongest force on any atom is 5.3 eV Å⁻¹. The SMILES is [H]/N=C/C[C@H](O)C(C)=O. The charge is 0. The calculation puts the relative energy (zero: lowest compared OMol25 entry of this formula, charge and spin) at 65.4 kcal per mole. Its gap between HOMO and LUMO is 9.5 eV. As for the HOMO energy: -0.355 hartree.

Geometry (Å):
C 1.23 -0.10 -0.55
C 1.05 -0.62 0.83
C -1.23 -0.24 -1.40
C -0.21 0.60 -0.67
C -0.40 0.05 1.46
O 2.22 0.89 -0.64
N -1.41 -0.71 1.63
O -0.21 1.84 -0.67
H 1.74 1.75 -0.68
H 1.36 -0.87 -1.32
H -2.05 -0.33 2.33
H 0.85 -1.69 0.87
H 1.78 -0.25 1.55
H -0.26 1.00 1.99
H -1.18 -1.28 -1.08
H -1.04 -0.18 -2.47
H -2.23 0.14 -1.17

Record 10
C8H16B3F12LiO2 | wB97M-V/def2-TZVPD

Its strongest force on any atom is 5.1 eV Å⁻¹. The charge is -2. The calculation puts the relative energy (zero: lowest compared OMol25 entry of this formula, charge and spin) at 0.0 kcal per mole. Its gap between HOMO and LUMO is 9.3 eV. As for the HOMO energy: -0.176 hartree.

Geometry (Å):
Li 0.40 0.31 -1.19
B 3.24 1.63 -0.02
F 2.33 0.91 -0.71
F 2.83 1.95 1.33
F 4.37 0.83 0.10
F 3.54 2.69 -0.79
B 0.74 2.58 -3.09
F 0.46 2.21 -1.84
F 2.15 2.70 -3.16
F 0.32 1.59 -3.92
F 0.08 3.73 -3.35
B -2.01 -1.21 -2.65
F -1.47 -2.30 -3.14
F -2.69 -0.67 -3.71
F -2.76 -1.49 -1.60
F -1.07 -0.37 -2.23
C -2.61 1.11 1.86
C -1.75 2.26 2.16
C -0.96 2.35 0.87
O -0.77 0.98 0.46
C -1.64 0.09 1.23
H -3.36 1.41 1.13
H -3.16 0.60 2.64
H -1.10 2.01 2.99
H -2.37 3.13 2.40
H 0.04 2.71 1.14
H -1.54 2.89 0.12
H -1.09 -0.43 2.02
H -2.16 -0.60 0.57
C 0.62 -3.48 0.90
C 1.17 -2.51 1.81
C 1.82 -1.56 0.79
O 0.81 -1.46 -0.25
C 0.02 -2.68 -0.25
H -0.08 -4.14 1.42
H 1.26 -4.20 0.38
H 1.95 -3.05 2.35
H 0.50 -2.09 2.55
H 2.77 -1.96 0.44
H 2.15 -0.61 1.20
H 0.00 -3.40 -1.07
H -0.99 -2.42 0.08

Record 11
C33H35O2SiYb | wB97M-V/def2-TZVPD

Its strongest force on any atom is 2.7 eV Å⁻¹. The charge is -2. The calculation puts the relative energy (zero: lowest compared OMol25 entry of this formula, charge and spin) at 10.6 kcal per mole. Its gap between HOMO and LUMO (alpha / beta) is 2.1 / 2.1 eV. As for the multiplicity: 2. As for the HOMO energy (alpha / beta): 0.077 / 0.077 hartree.

Geometry (Å):
Yb -0.32 1.32 -0.49
C -1.98 0.69 1.55
C -1.33 1.88 1.99
C -1.85 2.97 1.23
H -0.57 1.94 2.77
C -2.78 2.44 0.28
C -2.85 1.03 0.47
H -3.45 0.33 -0.09
H -1.85 -0.29 1.98
H -1.63 4.02 1.39
H -3.35 3.02 -0.44
C 0.51 0.48 -2.90
C -0.81 -0.05 -2.78
C -1.73 1.04 -2.84
H -1.08 -1.10 -2.67
C -0.98 2.24 -3.03
C 0.41 1.89 -3.06
H 1.25 2.57 -3.21
H 1.44 -0.08 -2.89
H -2.81 0.97 -2.78
H -1.40 3.23 -3.21
O 1.22 2.55 0.38
C 0.25 5.74 -1.39
C 1.01 5.43 -0.15
C -1.23 5.70 -1.31
C 0.98 5.50 -2.66
C 1.47 3.88 0.59
H 0.51 5.96 0.68
H 2.00 5.90 -0.28
H 2.58 4.02 0.54
H 1.09 4.12 1.62
H -1.78 6.57 -1.70
H -1.51 5.55 -0.25
H -1.57 4.80 -1.87
H 1.28 6.38 -3.25
H 0.37 4.84 -3.31
H 1.90 4.95 -2.38
O 0.60 -0.53 0.00
Si 0.62 -2.01 0.57
C 1.04 -3.31 -0.68
C 0.92 -4.65 -0.27
C 1.12 -5.68 -1.19
C 1.43 -5.38 -2.52
C 1.57 -4.05 -2.92
C 1.39 -3.01 -2.00
C 1.82 -2.18 1.98
C 1.66 -1.42 3.14
C 2.53 -1.59 4.22
C 3.59 -2.51 4.13
C 3.80 -3.22 2.95
C 2.93 -3.04 1.86
C -1.09 -2.58 1.10
C -1.39 -2.84 2.44
C -2.67 -3.29 2.80
C -3.63 -3.51 1.82
C -3.33 -3.28 0.47
C -2.06 -2.81 0.12
H 0.65 -4.88 0.76
H 1.02 -6.72 -0.85
H 1.57 -6.19 -3.24
H 1.81 -3.81 -3.96
H 1.50 -1.97 -2.31
H 0.85 -0.68 3.21
H 2.38 -1.02 5.14
H 4.25 -2.66 4.98
H 4.63 -3.91 2.85
H 3.11 -3.57 0.93
H -0.62 -2.70 3.21
H -2.89 -3.46 3.85
H -4.63 -3.87 2.10
H -4.07 -3.46 -0.31
H -1.82 -2.66 -0.94

Record 12
C18H51N11O10 | wB97M-V/def2-TZVPD

Its strongest force on any atom is 6.2 eV Å⁻¹. The SMILES is CC1(C)CCCC(C)(C)N1O.NC(N)=O.NC(N)=O.NC(N)=O.NC(N)=O.NC(N)=O.OCCO.OCCO. The charge is 0. The calculation puts the relative energy (zero: lowest compared OMol25 entry of this formula, charge and spin) at 52.1 kcal per mole. Its gap between HOMO and LUMO is 8.4 eV. As for the HOMO energy: -0.301 hartree.

Geometry (Å):
C -2.54 3.06 2.23
C -1.55 4.20 1.93
O -1.18 4.30 0.55
O -3.79 3.59 2.05
H -2.42 2.73 3.26
H -2.32 2.17 1.63
H -0.59 4.07 2.43
H -2.01 5.15 2.20
H -1.99 4.49 0.06
H -4.40 2.87 2.23
C -2.26 -4.01 -2.60
C -0.96 -4.81 -2.62
O -0.10 -4.49 -1.60
O -3.42 -4.61 -3.18
H -2.14 -3.04 -3.08
H -2.48 -3.92 -1.54
H -0.32 -4.73 -3.50
H -1.13 -5.88 -2.76
H -0.13 -3.56 -1.36
H -3.83 -5.10 -2.47
C -0.49 -0.21 -0.90
O -1.15 -1.19 -0.85
N 0.81 -0.06 -1.15
N -0.93 0.93 -0.49
H 1.17 0.89 -1.12
H 1.31 -0.92 -1.27
H -0.38 1.73 -0.75
H -1.90 1.02 -0.24
C 0.59 4.96 -3.80
O 1.33 5.26 -2.92
N -0.24 3.95 -3.79
N 0.49 5.64 -4.90
H -0.14 3.24 -3.08
H -1.14 4.09 -4.22
H -0.04 5.26 -5.67
H 0.90 6.56 -4.90
C -4.40 2.66 -1.42
O -3.42 3.26 -1.75
N -5.37 3.25 -0.77
N -4.66 1.40 -1.64
H -5.09 4.08 -0.26
H -6.29 2.84 -0.69
H -5.55 0.94 -1.51
H -3.97 1.11 -2.32
C 2.41 3.65 0.00
O 2.07 2.88 -0.85
N 1.59 4.41 0.65
N 3.61 3.83 0.40
H 0.60 4.35 0.45
H 1.95 5.29 0.98
H 3.84 4.34 1.25
H 4.39 3.37 -0.05
C -4.20 -2.11 0.72
O -5.16 -2.59 1.24
N -3.37 -1.34 1.44
N -3.82 -2.18 -0.47
H -3.52 -1.23 2.44
H -2.56 -1.06 0.91
H -4.56 -2.53 -1.08
H -2.85 -2.00 -0.69
C 4.36 -4.03 1.54
C 3.41 -3.10 0.72
C 1.93 -3.69 0.71
C 1.28 -3.56 2.07
C 1.24 -2.06 2.39
C 2.67 -1.34 2.39
N 3.38 -1.68 1.17
O 4.60 -0.95 1.06
C 2.43 0.13 2.42
C 3.39 -1.67 3.68
C 3.90 -3.13 -0.72
H 3.98 -5.06 1.58
H 4.48 -3.87 2.61
H 5.41 -4.03 1.24
H 1.36 -3.08 0.01
H 1.92 -4.74 0.39
H 1.87 -4.11 2.80
H 0.29 -3.96 1.84
H 0.96 -1.70 3.38
H 0.56 -1.49 1.76
H 1.79 0.47 3.23
H 3.43 0.54 2.58
H 1.97 0.60 1.55
H 3.12 -2.69 3.96
H 4.46 -1.50 3.53
H 3.14 -0.99 4.49
H 3.39 -2.43 -1.38
H 3.67 -4.06 -1.25
H 4.91 -2.77 -0.92
H 4.48 -0.29 0.37